190
Properties=species:S:1:pos:R:3:forces:R:3 method="wB97M-V/def2-TZVPD" total_charge=+6 energy_ev=-103993.66134 homo_lumo_gap_ev=6.2 homo_ev=-20.677
Sr -3.28460 3.20414 3.46449 0.0 -0.3 0.0
C -4.42522 -3.44884 -6.15163 -0.6 -0.3 -0.1
C -4.83482 -2.15708 -6.86636 0.6 -0.3 -0.2
C -5.76451 -1.26704 -6.05053 -1.8 0.7 -1.3
C -5.03583 -0.09363 -5.41564 0.1 -1.4 0.6
N -5.83243 0.61592 -4.37100 0.6 1.2 1.5
C -6.02831 -0.24371 -3.13407 -0.2 0.4 -0.6
C -4.76595 -0.16063 -2.24241 -1.0 0.4 -1.8
C -4.15370 1.19579 -2.60380 -0.9 1.0 -1.1
C -5.00718 1.76483 -3.77209 0.1 -0.3 -0.5
C -7.11582 1.22303 -4.85997 -0.6 -0.1 -0.9
C -6.93139 2.22643 -5.98067 -0.4 0.0 -1.2
C -8.29871 2.84755 -6.36560 1.1 0.2 0.6
H -3.45093 -3.84154 -6.43302 0.2 0.3 0.1
H -5.11720 -4.24655 -6.42858 -0.1 0.0 0.2
H -4.50662 -3.32148 -5.06792 0.3 -0.1 0.0
H -5.29615 -2.40162 -7.82113 -0.1 0.0 0.0
H -3.93594 -1.59719 -7.14674 -0.1 0.1 0.1
H -6.48244 -1.80635 -5.42277 0.8 -0.3 0.7
H -6.54937 -0.86776 -6.71321 0.5 0.3 -0.4
H -4.66032 0.60911 -6.15262 -0.2 0.1 0.0
H -4.18687 -0.54339 -4.88810 0.2 0.4 0.0
H -6.85841 0.26390 -2.64591 -0.2 -0.5 0.2
H -6.27280 -1.24662 -3.46433 -0.3 0.0 0.2
H -5.23703 -0.19814 -1.26608 1.0 -0.4 0.5
H -4.10411 -0.95323 -2.57731 0.1 -0.3 0.9
H -4.22560 1.92140 -1.79829 0.4 -0.1 0.1
H -3.16232 1.19263 -3.04881 0.4 -0.5 0.8
H -5.68823 2.56287 -3.48690 -0.2 -0.2 0.2
H -4.40020 2.14709 -4.59009 0.1 0.1 0.1
H -7.66519 1.67264 -4.03177 0.4 0.0 0.3
H -7.77285 0.44285 -5.24874 0.2 -0.2 0.1
H -6.53408 1.73242 -6.87320 0.1 -0.1 0.1
H -6.25922 3.06571 -5.79314 0.1 -0.2 0.5
H -9.01117 2.13098 -6.76091 -0.1 0.0 0.2
H -8.11137 3.62250 -7.10479 -0.2 0.0 -0.1
H -8.63203 3.34595 -5.45325 -0.6 0.0 -0.2
C 7.17908 -0.73734 3.99955 1.1 -0.6 0.6
C 6.75850 -1.32089 2.65331 0.6 0.0 -0.5
C 7.81629 -0.89030 1.60015 -0.2 0.4 1.1
C 7.50645 -1.42748 0.21838 0.3 0.1 0.7
N 8.36297 -0.90304 -0.90516 -0.3 0.2 0.0
C 9.73229 -1.58683 -0.90084 -0.5 0.3 0.5
C 10.72749 -0.55920 -1.47694 -0.3 -1.3 -0.8
C 9.92433 0.71352 -1.75340 0.2 0.5 0.6
C 8.71785 0.55794 -0.83249 0.7 0.2 0.3
C 7.63247 -1.09303 -2.19357 -0.5 0.0 -1.3
C 7.20990 -2.51150 -2.53836 1.0 -0.7 0.1
C 6.43976 -2.64495 -3.84129 -0.1 0.3 -0.5
H 6.40869 -0.55459 4.74260 -0.2 0.0 -0.2
H 7.84390 0.13039 3.96545 -0.6 0.4 -0.5
H 7.88688 -1.45462 4.43073 -0.3 -0.1 0.3
H 5.73659 -1.06878 2.35405 0.1 0.1 -0.1
H 6.84839 -2.40904 2.70654 -0.5 0.0 0.1
H 8.75088 -1.26622 2.02580 0.2 0.0 -0.4
H 7.89584 0.19508 1.68149 -0.2 0.0 -0.4
H 6.45567 -1.23378 0.00458 0.1 0.0 -0.3
H 7.68778 -2.50017 0.27133 -0.3 -0.1 -0.3
H 9.59634 -2.56275 -1.35672 0.3 0.1 -0.4
H 9.95274 -1.77589 0.14844 0.0 0.0 0.0
H 11.13815 -0.95087 -2.40629 0.2 0.1 0.1
H 11.53382 -0.49070 -0.75345 0.1 0.5 -0.1
H 9.68413 0.89455 -2.79753 0.0 -0.3 -0.1
H 10.49849 1.58032 -1.42697 -0.1 0.1 -0.1
H 7.85703 1.19443 -1.01678 -0.1 -0.1 -0.1
H 9.11169 0.75231 0.16256 -0.3 -0.1 0.1
H 8.26368 -0.71754 -3.00049 0.3 -0.2 0.1
H 6.77231 -0.41775 -2.25347 0.0 0.0 0.7
H 6.74833 -3.03948 -1.70306 -0.3 0.2 -0.1
H 8.12869 -3.07579 -2.73409 0.0 0.0 0.2
H 5.40514 -2.29531 -3.84393 0.1 0.1 0.3
H 6.43571 -3.68069 -4.17548 -0.1 -0.1 0.2
H 6.95519 -2.09876 -4.63666 0.0 0.0 0.1
C 0.27735 7.12855 -7.44744 0.1 -0.3 -0.3
C 1.29248 6.44360 -6.52026 -0.5 0.4 -1.0
C 0.88483 6.51600 -5.05366 -0.1 0.8 -0.1
C -0.23106 5.54175 -4.72280 2.1 -2.1 0.4
N -0.86187 5.69626 -3.37984 -1.7 1.4 0.6
C -1.90243 6.83233 -3.44473 -0.1 0.4 -0.9
C -2.99653 6.53300 -2.42536 0.3 0.2 -0.2
C -2.84490 5.03109 -2.13104 -0.5 0.3 1.6
C -1.76343 4.51716 -3.02869 0.8 -0.1 -1.5
C 0.06101 6.09425 -2.26474 0.1 -0.4 0.1
C 1.06006 5.04713 -1.85583 1.0 -0.7 -0.3
C 1.91202 5.48779 -0.67247 0.4 0.1 0.8
H -0.68948 6.61568 -7.47232 0.0 0.1 0.3
H 0.63326 7.02852 -8.47343 0.1 0.3 0.0
H 0.12351 8.18396 -7.22880 0.0 0.0 0.0
H 2.26517 6.91344 -6.66246 0.0 0.1 0.2
H 1.40154 5.43854 -6.94093 0.1 -0.2 0.6
H 0.59869 7.54962 -4.82544 -0.1 0.0 -0.2
H 1.76681 6.34111 -4.43330 -0.2 -0.3 0.1
H 0.31000 4.58260 -4.65568 -0.2 0.0 0.1
H -0.96120 5.28372 -5.48696 -0.4 0.9 0.1
H -1.44896 7.80525 -3.26996 0.3 -0.2 0.0
H -2.22655 6.85290 -4.48496 -0.3 -0.1 0.1
H -2.80047 7.13724 -1.54001 0.0 -0.2 0.1
H -3.98787 6.84408 -2.74659 0.1 -0.1 -0.4
H -2.61458 4.99368 -1.05709 0.5 -0.5 -0.2
H -3.76372 4.44828 -2.19301 0.0 0.1 -0.5
H -1.17043 3.65156 -2.74419 0.0 0.2 0.5
H -2.14980 4.25340 -4.01795 -0.4 0.0 0.2
H -0.58528 6.38889 -1.43747 0.0 -0.2 0.1
H 0.57830 6.99965 -2.57419 0.0 0.0 -0.1
H 1.78697 4.85693 -2.65548 -0.1 0.4 -0.2
H 0.70062 4.01908 -1.73913 -0.7 0.3 0.5
H 2.65381 6.22839 -0.97410 0.1 -0.2 -0.1
H 2.42570 4.62763 -0.23851 0.2 0.0 -0.3
H 1.44521 5.95009 0.20431 -0.7 -0.1 -0.4
C 2.12581 2.73413 3.64843 0.6 -0.6 1.0
C 1.38789 1.40279 3.82268 -0.4 0.0 -1.4
C 1.92828 0.56299 4.99583 -0.7 1.1 -0.3
C 1.10348 -0.66280 5.30697 0.5 -0.2 0.5
N 1.47956 -1.33173 6.61761 0.6 -1.2 0.5
C 0.83880 -2.69767 6.66439 -1.4 -0.3 -0.7
C -0.65082 -2.37234 6.94485 0.7 0.5 0.2
C -0.57866 -1.18072 7.91546 -0.1 1.0 -0.2
C 0.87553 -0.72242 7.88840 0.0 -0.5 -0.7
C 2.98746 -1.43107 6.90239 -0.6 -0.4 0.1
C 3.91774 -2.35897 6.13324 -0.6 -0.4 -1.3
C 5.26703 -2.23215 6.83239 -0.1 -0.1 0.7
H 1.82323 3.31168 2.77990 -0.1 0.0 0.0
H 3.19138 2.50298 3.56617 0.0 0.2 -0.2
H 2.05284 3.31295 4.57274 -0.2 0.3 -0.2
H 1.56947 0.84261 2.89688 -0.2 -0.1 0.1
H 0.29143 1.60328 3.77260 0.4 -0.4 0.7
H 1.93170 1.23731 5.85859 0.4 -0.2 0.1
H 2.94058 0.30790 4.68388 0.1 -0.1 0.5
H 1.26214 -1.43532 4.55646 -0.2 0.1 -0.2
H 0.04755 -0.42326 5.39537 0.0 0.0 -0.2
H 1.27822 -3.35869 7.40752 0.3 0.4 0.2
H 0.90593 -3.17605 5.68872 0.4 0.0 0.0
H -1.26385 -3.17384 7.33635 0.3 -0.3 0.0
H -1.06810 -2.04236 5.99314 -0.3 -0.2 0.1
H -0.85542 -1.39655 8.94437 -0.1 -0.2 -0.1
H -1.21006 -0.34895 7.59565 -0.2 -0.2 0.0
H 1.39980 -1.27118 8.66321 0.1 0.6 0.3
H 1.08643 0.34226 7.88601 -0.1 0.0 0.3
H 2.97189 -1.88347 7.89203 0.3 0.5 0.2
H 3.31126 -0.39497 6.94129 0.4 -0.1 0.1
H 3.90536 -2.24254 5.03886 0.4 0.7 0.2
H 3.54912 -3.38997 6.17840 0.0 0.0 0.6
H 5.71320 -1.24070 6.76705 -0.1 0.0 -0.2
H 6.03006 -2.96663 6.58704 -0.2 -0.1 -0.4
H 5.05155 -2.39873 7.89241 0.3 0.0 0.1
C -7.06837 -2.32380 2.54563 0.3 0.6 0.2
C -6.23772 -3.19149 1.60954 0.1 0.1 -0.8
C -4.82897 -3.46650 2.17487 -1.0 -0.4 0.5
C -4.30079 -4.77175 1.64182 0.4 -0.6 -1.2
N -2.85971 -5.17276 1.94130 -0.6 0.1 0.0
C -2.44155 -6.24229 0.96798 0.1 -1.0 0.0
C -0.90989 -6.25766 0.96580 -0.2 0.1 -0.1
C -0.54334 -4.87139 1.52683 1.1 0.2 0.0
C -1.85607 -4.11217 1.58835 0.1 0.3 -0.2
C -2.71724 -5.67352 3.36567 -0.1 0.2 0.0
C -2.61982 -4.54946 4.38052 0.3 -0.2 1.1
C -2.71549 -5.10596 5.80482 -0.9 -0.9 0.1
H -7.63513 -2.86022 3.30541 0.0 -0.3 -0.2
H -7.75994 -1.68433 1.99951 -0.1 -0.1 0.0
H -6.40100 -1.66635 3.11794 0.0 0.1 -0.1
H -6.11724 -2.71726 0.62835 0.0 0.2 0.1
H -6.77814 -4.10550 1.34921 0.1 -0.2 0.4
H -5.02825 -3.56223 3.24177 0.4 0.0 0.1
H -4.17025 -2.61588 2.00318 0.0 0.0 0.0
H -4.29410 -4.85357 0.55068 -0.3 0.7 0.0
H -4.96503 -5.59514 1.90980 0.3 -0.1 0.5
H -2.90823 -7.19161 1.22734 0.0 0.1 0.1
H -2.77197 -5.97049 -0.03181 -0.3 0.2 0.2
H -0.47775 -7.11161 1.48126 0.0 0.2 0.3
H -0.59377 -6.34583 -0.07163 0.1 0.0 0.0
H -0.00735 -4.88229 2.47915 -0.5 -0.4 0.3
H 0.20296 -4.39283 0.89030 -0.4 0.2 -0.2
H -1.88805 -3.25017 2.24607 0.0 -0.2 0.3
H -2.12394 -3.73664 0.59797 -0.2 -0.2 0.0
H -1.89722 -6.39024 3.38144 0.2 0.3 0.1
H -3.61401 -6.24248 3.61300 -0.1 -0.1 -0.3
H -3.50667 -3.92938 4.32004 0.2 0.4 -0.4
H -1.71645 -3.94115 4.29802 0.0 0.0 -0.3
H -3.66640 -5.64786 5.87166 0.1 0.0 0.1
H -2.81771 -4.34549 6.57368 0.3 0.2 -0.1
H -1.97445 -5.84742 6.10558 0.3 0.3 -0.2
N -2.03613 1.57799 2.10935 1.2 0.9 -1.9
S -1.16546 1.81422 0.67436 0.0 3.1 -0.8
O -2.04833 2.05221 -0.41077 -0.1 -0.4 0.2
O 0.02437 1.08201 0.53308 0.0 -0.8 0.4
F -0.68262 3.28280 1.04087 -0.2 0.0 0.6
S -2.26136 0.02328 2.01603 -1.9 -3.7 2.5
O -1.24810 -0.74946 2.63186 0.5 0.2 0.1
O -2.89911 -0.48110 0.85857 0.2 0.6 -0.6
F -3.45533 -0.01245 3.12165 0.1 0.7 0.0